Entry 1:
ORCA calculation (ωB97M-V with the def2-TZVPD basis set) on a molecular structure, C59H41IrN6Se.

Structure (XYZ):
```
108
Properties=species:S:1:pos:R:3:mulliken_charge:R:1
Ir 0.7094 -0.2150 0.7127 2.301
C -1.2526 -7.2966 2.7970 -0.529
C -2.0218 -6.1493 2.9207 -0.931
C -1.4712 -4.9113 2.6580 -0.397
C -0.1444 -4.8026 2.2316 0.183
C 0.6250 -5.9607 2.1206 -0.322
C 0.0726 -7.1947 2.4059 -0.766
C 0.3443 -3.4756 1.8383 1.344
C 0.7890 -3.2880 0.5342 0.099
C 0.8511 -4.3269 -0.4501 -1.250
C 1.2537 -3.7579 -1.6125 -1.419
C 1.4126 -2.3563 -1.3633 0.359
N 1.1310 -2.0914 -0.0455 -0.449
C 1.8154 -1.4356 -2.3211 0.602
C 1.9282 -0.0400 -2.0881 0.700
C 2.4740 0.8822 -3.0078 -1.022
C 2.4246 2.1210 -2.4112 -1.708
C 1.8506 1.9282 -1.1347 1.260
C 1.6292 2.9702 -0.2048 -0.113
C 1.7222 4.3418 -0.7569 -0.638
C 0.6097 4.8399 -1.4296 0.599
C 0.6285 6.1012 -1.9930 -0.912
C 1.7671 6.8838 -1.8933 -0.474
C 2.8857 6.3881 -1.2429 -0.786
C 2.8660 5.1249 -0.6738 -0.082
C 1.2103 2.7847 1.0997 0.376
N 0.8769 1.5877 1.6864 -0.394
C 0.3648 1.8912 2.9231 0.475
C -0.1530 0.9767 3.8221 1.283
C -0.9324 1.4075 4.9935 -0.560
C -0.4089 2.1292 6.0617 -0.086
C -1.2143 2.4467 7.1428 -0.834
C -2.5507 2.0803 7.1538 -0.470
C -3.0837 1.3755 6.0848 -0.964
C -2.2763 1.0276 5.0202 0.076
C -0.0717 -0.4324 3.6444 0.526
C -0.2452 -1.3599 4.6908 -1.452
C -0.0849 -2.6140 4.1419 -1.380
C 0.1734 -2.4204 2.7676 0.342
N 0.2092 -1.0824 2.4748 -0.082
C 0.3887 3.3143 3.1183 -1.430
C 0.9267 3.8627 2.0058 -1.196
N 1.5370 0.6123 -0.9444 -0.638
C 2.2291 -1.9310 -3.6448 0.623
C 1.3327 -2.5866 -4.4867 -0.654
C 1.7427 -3.0441 -5.7264 -0.753
C 3.0521 -2.8616 -6.1381 -0.649
C 3.9498 -2.2094 -5.3091 -0.940
C 3.5434 -1.7473 -4.0721 -0.127
H -1.6807 -8.2664 2.9987 0.416
H -3.0563 -6.2195 3.2200 0.421
H -2.0763 -4.0182 2.7355 0.575
H 1.6600 -5.8942 1.8214 0.582
H 0.6876 -8.0790 2.3301 0.418
H 0.6094 -5.3565 -0.2812 0.639
H 1.4097 -4.2354 -2.5583 0.579
H 2.8384 0.6516 -3.9869 0.803
H 2.7615 3.0574 -2.8102 0.548
H -0.2752 4.2250 -1.5082 0.463
H -0.2427 6.4687 -2.5161 0.424
H 1.7916 7.8658 -2.3416 0.402
H 3.7810 6.9895 -1.1705 0.429
H 3.7457 4.7363 -0.1816 0.542
H 0.6344 2.4100 6.0582 0.548
H -0.7970 2.9844 7.9820 0.415
H -3.1777 2.3428 7.9917 0.409
H -4.1261 1.0924 6.0816 0.435
H -2.6779 0.4785 4.1792 0.631
H -0.4366 -1.1171 5.7167 0.609
H -0.1095 -3.5563 4.6546 0.659
H 0.0372 3.8134 3.9978 0.637
H 1.0991 4.8969 1.7802 0.600
H 0.3089 -2.7315 -4.1684 0.563
H 1.0403 -3.5485 -6.3738 0.425
H 3.3729 -3.2273 -7.1008 0.449
H 4.9739 -2.0757 -5.6224 0.447
H 4.2554 -1.2760 -3.4111 0.584
N -1.4852 -1.7484 -0.5217 0.189
C -2.5541 -1.3329 0.2306 -0.280
C -3.5207 -2.2138 0.6767 -0.201
C -4.5976 -1.7705 1.4493 -1.132
C -4.7439 -0.4384 1.7383 -0.767
C -3.7853 0.4963 1.2980 0.399
C -3.9191 1.8857 1.4910 -0.917
C -2.9407 2.7249 1.0307 -1.331
C -1.7930 2.1654 0.4573 -0.572
N -1.6274 0.8774 0.2638 0.713
C -2.6355 0.0403 0.5998 0.421
H -1.5060 -2.7180 -0.8087 0.425
H -1.1541 -1.1036 -1.2315 -0.649
H -3.4407 -3.2563 0.4037 0.524
H -5.3361 -2.4834 1.7870 0.422
H -5.5984 -0.0770 2.2887 0.478
H -4.8080 2.2660 1.9698 0.473
H -3.0239 3.7961 1.1117 0.574
H -0.9870 2.8097 0.1457 0.755
Se -1.1361 0.3858 -3.1886 0.219
C -0.1181 1.1480 -4.5687 -0.010
C 0.3618 0.3544 -5.6087 -0.601
C 1.1647 0.9177 -6.5772 -0.522
C 1.4725 2.2715 -6.5318 -0.599
C 0.9820 3.0631 -5.5038 -0.580
C 0.1883 2.5073 -4.5235 -0.264
H 0.1130 -0.6950 -5.6422 0.597
H 1.5572 0.2948 -7.3667 0.444
H 2.0769 2.7102 -7.3097 0.425
H 1.2210 4.1148 -5.4615 0.499
H -0.1931 3.1103 -3.7150 0.484
```

Properties
<S²>	0.77
2S+1	2
total charge	+1
HOMO (spin up / spin down)	-9.69 / -9.70	eV
E	-138969.8507	eV
max |F|	1.58	eV/Å

=====

Entry 2:
ORCA calculation (ωB97M-V with the def2-TZVPD basis set) on 7 unconnected molecules or ions with the total composition C59H45N3O16S.

Structure (XYZ):
```
124
Properties=species:S:1:pos:R:3:mulliken_charge:R:1
C 0.5521 -1.9667 4.8134 -1.188
C 1.9601 -1.6461 4.3196 0.049
O 2.1159 -2.1804 3.0189 -0.375
C 2.9499 -1.3895 2.1755 -1.157
C 2.1735 -0.2096 1.6440 0.387
C 2.5827 1.0813 1.9282 -0.397
C 1.8820 2.1990 1.4907 1.067
C 2.4249 3.5479 1.8222 0.135
C 3.7062 3.8834 1.3879 -0.713
C 4.1988 5.1463 1.6843 -0.474
C 3.3996 6.0260 2.4013 -0.738
C 2.1487 5.5819 2.8060 -0.367
N 1.6561 4.3753 2.5365 -0.534
C 0.7169 2.0515 0.7297 0.460
C -0.0750 3.2270 0.2180 -1.734
C 0.3087 0.7443 0.4418 1.140
C 1.0196 -0.3723 0.8869 0.077
C 0.4865 -1.7267 0.5194 0.113
O 1.1995 -2.6656 0.2371 -0.694
C -0.9955 -1.8236 0.4564 -0.524
C -1.6917 -0.7640 0.0410 0.656
C -3.1963 -0.7041 -0.0581 -0.700
C -3.7967 -1.0123 1.3267 -0.850
S -5.4751 -0.3948 1.6210 -0.226
C -5.3042 1.3106 1.3216 0.553
N -4.9716 1.9331 0.2396 -0.089
N -4.9907 3.2805 0.5349 -0.599
C -5.3594 3.3761 1.7628 0.043
O -5.5675 2.1765 2.3384 -0.276
C -0.9186 0.4540 -0.3532 -0.302
O -1.2650 1.1212 -1.3067 -0.789
H -0.1498 -1.1814 4.5287 0.265
H 0.5194 -2.0774 5.8944 0.212
H 0.2518 -2.9059 4.3473 0.338
H 2.0930 -0.5590 4.3242 0.171
H 2.6928 -2.0670 5.0157 0.403
H 3.2200 -2.0414 1.3485 0.421
H 3.8285 -1.0354 2.7184 0.409
H 3.4827 1.2047 2.5207 0.528
H 4.2965 3.1696 0.8287 0.557
H 5.1947 5.4230 1.3613 0.420
H 3.7455 7.0215 2.6370 0.671
H 1.5104 6.2554 3.3674 0.452
H 0.1318 3.3873 -0.8402 0.161
H -1.1402 3.0059 0.2882 0.279
H 0.1005 4.1252 0.7972 0.510
H -1.4511 -2.7649 0.7337 0.338
H -3.4511 0.3085 -0.3558 0.553
H -3.5662 -1.4164 -0.7921 0.100
H -3.1213 -0.6663 2.1085 0.488
H -3.8685 -2.0958 1.4285 0.308
H -5.5054 4.2767 2.3329 0.433
C -1.1511 -2.8767 -2.9194 -0.189
C -0.7921 -2.7458 -4.1930 -0.686
C -1.6216 -3.3134 -5.2866 0.208
O -1.2922 -3.1962 -6.4479 -0.559
C -2.8660 -4.0328 -4.9098 -0.387
C -3.2216 -4.1617 -3.6348 -0.500
C -2.3968 -3.5935 -2.5428 0.423
O -2.7294 -3.7097 -1.3784 -0.529
H -0.5587 -2.4758 -2.1080 0.611
H 0.1117 -2.2286 -4.4904 0.607
H -3.4488 -4.4350 -5.7208 0.511
H -4.1236 -4.6804 -3.3386 0.453
C 2.2704 8.8862 -1.0680 -0.555
C 2.5693 8.5665 0.1886 0.091
C 2.4144 9.5546 1.2868 0.586
O 2.6876 9.2721 2.4351 -0.529
C 1.9137 10.9058 0.9319 -0.460
C 1.6155 11.2236 -0.3245 -0.408
C 1.7696 10.2383 -1.4253 0.304
O 1.4974 10.5269 -2.5692 -0.534
H 2.3745 8.1855 -1.8868 0.445
H 2.9329 7.5870 0.4635 0.218
H 1.8094 11.6062 1.7507 0.417
H 1.2499 12.2025 -0.6072 0.405
C -1.2842 -2.9298 8.5336 -0.241
C -2.4545 -3.3476 9.0075 -0.368
C -2.7094 -4.7871 9.2710 0.347
O -3.7757 -5.1681 9.7010 -0.541
C -1.6073 -5.7411 8.9861 -0.342
C -0.4371 -5.3229 8.5120 -0.419
C -0.1829 -3.8842 8.2495 0.504
O 0.8835 -3.5024 7.8180 -0.544
H -1.0759 -1.8863 8.3331 0.401
H -3.2715 -2.6708 9.2226 0.408
H -1.8159 -6.7843 9.1860 0.399
H 0.3798 -5.9994 8.2959 0.413
C -6.3910 -8.3703 -7.3819 -0.409
C -5.5466 -7.5077 -6.8236 -0.269
C -6.0349 -6.4094 -5.9552 0.285
O -5.2635 -5.6209 -5.4470 -0.386
C -7.4968 -6.3059 -5.7295 -0.339
C -8.3422 -7.1679 -6.2872 -0.363
C -7.8564 -8.2698 -7.1576 0.359
O -8.6249 -9.0560 -7.6641 -0.536
H -6.0599 -9.1797 -8.0198 0.400
H -4.4755 -7.5614 -6.9721 0.427
H -7.8264 -5.4955 -5.0918 0.425
H -9.4129 -7.1131 -6.1383 0.394
C 5.4643 -1.1684 -1.6830 -0.339
C 5.3069 -0.6669 -0.4615 -0.166
C 6.4284 -0.6129 0.5054 0.288
O 6.2767 -0.1540 1.6191 -0.547
C 7.7426 -1.1404 0.0606 -0.495
C 7.9048 -1.6424 -1.1605 -0.452
C 6.7788 -1.6954 -2.1303 0.201
O 6.9310 -2.1498 -3.2429 -0.554
H 4.6534 -1.2159 -2.4000 0.636
H 4.3570 -0.2754 -0.1159 0.602
H 8.5477 -1.0908 0.7827 0.430
H 8.8527 -2.0330 -1.5081 0.415
C 2.6282 2.0970 -5.7281 -0.449
C 2.8653 1.1410 -4.8345 -0.476
C 1.8985 0.8546 -3.7449 0.375
O 2.1172 -0.0181 -2.9269 -0.407
C 0.6586 1.6686 -3.6876 -0.089
C 0.4239 2.6251 -4.5830 -0.439
C 1.3877 2.9153 -5.6734 0.224
O 1.1777 3.7846 -6.4910 -0.562
H 3.3161 2.3264 -6.5320 0.421
H 3.7610 0.5324 -4.8558 0.463
H -0.0264 1.4345 -2.8791 0.471
H -0.4725 3.2322 -4.5614 0.523
```

Properties
2S+1	1
HOMO	-9.19	eV
E	-109970.1399	eV
SMILES	CCOCc1cc(-c2ccccn2)c(C)c2c1C(=O)C=C(CCSc1nnco1)C2=O.O=C1C=CC(=O)C=C1.O=C1C=CC(=O)C=C1.O=C1C=CC(=O)C=C1.O=C1C=CC(=O)C=C1.O=C1C=CC(=O)C=C1.O=C1C=CC(=O)C=C1
max |F|	0.74	eV/Å